[1]
{
  "formula": "C40H46IrN8P2S3",
  "method": "ωB97M-V with the def2-TZVPD basis set",
  "multiplicity": 2,
  "s_squared": 0.7878,
  "gap_ev": [6.93, 7.13],
  "charge": 4,
  "de_lowest_kj_mol": 243.77,
  "energy_ha": -3970.1908,
  "symbols": ["Ir", "C", "N", "P", "C", "C", "C", "C", "C", "C", "C", "C", "C", "C", "C", "C", "P", "C", "C", "C", "C", "C", "C", "C", "C", "C", "C", "C", "C", "H", "H", "H", "H", "H", "H", "H", "H", "H", "H", "H", "H", "H", "H", "H", "H", "H", "H", "H", "H", "H", "H", "H", "N", "N", "C", "N", "S", "H", "H", "H", "H", "H", "C", "C", "N", "C", "C", "S", "C", "C", "S", "C", "N", "C", "H", "H", "H", "H", "H", "H", "H", "H", "N", "C", "N", "C", "C", "C", "C", "C", "H", "H", "H", "H", "H", "H", "H", "H", "H", "H"],
  "positions_angstrom": [[1.53088, 0.76355, -0.26912], [-2.26792, 2.64337, 0.75747], [-1.04751, 1.92859, 0.35788], [-0.08989, 2.12476, -1.00276], [-0.71769, 3.47964, -2.02658], [-0.84389, 4.69984, -1.34205], [-1.30067, 5.82648, -1.99916], [-1.58318, 5.77041, -3.35829], [-1.41738, 4.58149, -4.05098], [-0.98944, 3.43678, -3.39376], [1.44076, 3.00560, -0.27408], [2.39589, 3.55963, -1.15830], [3.31116, 4.49261, -0.72035], [3.30802, 4.89469, 0.61489], [2.37212, 4.38311, 1.50626], [1.44642, 3.45368, 1.06628], [-0.25075, 0.63315, 1.15867], [-0.05869, 0.96631, 2.92219], [1.02748, 0.34638, 3.54628], [1.27558, 0.53035, 4.89650], [0.44093, 1.34988, 5.64500], [-0.65801, 1.94958, 5.04578], [-0.91586, 1.75431, 3.69635], [-1.44517, -0.73443, 1.06526], [-1.43568, -1.75183, -0.04473], [-2.78506, -2.32978, -0.33847], [-3.77168, -2.31834, 0.59011], [-3.57994, -1.63971, 1.81513], [-2.44575, -0.82156, 1.99816], [-2.04331, 3.40505, 1.50366], [-2.99365, 1.93519, 1.16165], [-2.70732, 3.13520, -0.10770], [-0.60888, 4.77383, -0.28793], [-1.42696, 6.75254, -1.45585], [-1.92176, 6.65740, -3.87525], [-1.62082, 4.53925, -5.11179], [-0.86415, 2.53494, -3.97353], [2.36860, 3.29704, -2.20668], [4.01570, 4.93268, -1.41229], [4.02289, 5.63365, 0.95285], [2.35021, 4.73175, 2.52930], [0.68946, 3.10085, 1.75279], [1.63157, -0.35652, 2.97825], [2.10665, 0.02699, 5.37041], [0.63386, 1.50481, 6.69760], [-1.32410, 2.56599, 5.63387], [-1.78757, 2.22533, 3.26935], [-0.95496, -1.36715, -0.94641], [-2.89889, -2.85981, -1.27656], [-4.71006, -2.82074, 0.39763], [-4.33903, -1.67121, 2.58329], [-2.42123, -0.20703, 2.88856], [3.38411, 0.93319, 1.20352], [4.24011, -0.17682, 1.10737], [3.78725, -1.31496, 0.54613], [4.57403, -2.37846, 0.56431], [2.22058, -1.48227, -0.17831], [3.87001, 1.79613, 0.96083], [3.05949, 1.01719, 2.16907], [5.12539, -0.15341, 1.60167], [5.47700, -2.38496, 1.01697], [4.27975, -3.23199, 0.11570], [4.77212, 1.14468, -1.87413], [3.60065, 0.81088, -2.72800], [2.34376, 0.73542, -2.33613], [1.51104, 0.38989, -3.38857], [2.17543, 0.23675, -4.57369], [3.83790, 0.49816, -4.38126], [0.05294, 0.15339, -3.31196], [-0.55737, -0.66026, -4.22485], [-2.24246, -0.67015, -4.00642], [-2.09237, 0.40204, -2.69978], [-0.84367, 0.74205, -2.42814], [-3.31061, 0.89137, -2.00465], [4.44326, 1.58346, -0.93707], [5.41717, 1.86430, -2.37709], [5.37054, 0.25454, -1.67440], [1.76390, 0.01238, -5.54160], [-0.10560, -1.25366, -4.99933], [-3.68772, 1.79510, -2.48817], [-3.09739, 1.10348, -0.96504], [-4.09871, 0.14054, -2.04337], [-0.52423, -2.88059, 0.38704], [-0.79149, -4.02220, 0.60358], [-0.92726, -5.24532, 0.84156], [-1.35273, -5.74081, 2.19410], [-2.68745, -6.45254, 2.06212], [-2.62582, -7.55074, 1.00602], [-2.18551, -6.98958, -0.34290], [-0.84279, -6.28814, -0.23316], [-1.37753, -4.88363, 2.86546], [-0.55803, -6.41797, 2.51282], [-3.46149, -5.72185, 1.80916], [-2.94504, -6.86432, 3.03863], [-3.59972, -8.02635, 0.90784], [-1.93035, -8.33164, 1.32473], [-2.93101, -6.28555, -0.72438], [-2.08948, -7.78324, -1.08448], [-0.52851, -5.79326, -1.15132], [-0.05346, -6.96885, 0.09077]],
  "forces_ev_per_a": [[0.30, 1.51, -0.20], [0.04, 0.00, -0.04], [-0.24, -0.03, -0.21], [-0.93, -0.60, -0.41], [0.33, 0.07, 0.21], [-0.09, -0.01, -0.01], [0.01, -0.01, 0.04], [-0.01, -0.02, -0.02], [0.01, -0.01, -0.01], [-0.05, -0.11, -0.05], [0.79, -0.14, 0.62], [-0.23, 0.14, -0.06], [-0.04, 0.02, -0.07], [0.03, 0.03, 0.01], [-0.10, -0.01, 0.00], [-0.08, 0.09, -0.10], [0.05, -0.23, 0.26], [-0.16, 0.13, 0.08], [-0.02, -0.24, -0.15], [-0.01, 0.00, 0.00], [-0.03, 0.02, 0.00], [0.03, -0.02, 0.04], [0.09, 0.07, -0.10], [0.07, -0.04, 0.16], [-0.03, 0.03, -0.02], [-0.08, 0.00, -0.08], [0.08, -0.04, -0.07], [0.01, 0.01, 0.02], [0.04, 0.14, -0.02], [-0.02, 0.01, -0.02], [0.00, 0.03, 0.01], [-0.01, -0.02, 0.00], [0.04, -0.01, 0.03], [0.01, 0.01, 0.02], [-0.02, 0.02, -0.02], [0.00, 0.00, -0.02], [0.01, -0.04, 0.01], [0.06, -0.08, -0.05], [0.02, 0.00, -0.03], [0.02, 0.02, 0.01], [-0.01, 0.00, 0.04], [0.06, -0.04, 0.07], [0.10, 0.03, -0.01], [0.03, -0.01, 0.02], [0.01, 0.00, 0.02], [-0.01, 0.01, 0.00], [-0.04, 0.02, -0.04], [0.04, 0.00, 0.05], [-0.03, 0.00, -0.03], [-0.03, -0.01, -0.01], [-0.03, -0.02, 0.01], [0.06, 0.05, 0.03], [-0.12, -0.36, 0.04], [-0.11, -0.21, -0.16], [-0.14, 0.10, -0.05], [0.06, 0.10, 0.05], [0.13, -0.22, 0.09], [0.11, -0.16, -0.01], [-0.09, 0.10, -0.13], [-0.08, -0.02, -0.01], [0.01, -0.02, 0.01], [-0.01, 0.01, -0.02], [0.02, 0.04, 0.09], [0.13, 0.08, -0.09], [0.41, -0.17, 0.33], [0.01, 0.05, -0.32], [-0.17, 0.11, 0.24], [-0.05, 0.01, 0.04], [0.07, -0.41, -0.21], [0.04, 0.13, 0.30], [0.04, 0.02, 0.05], [-0.08, 0.04, 0.07], [-0.22, 0.05, -0.18], [-0.07, 0.01, 0.05], [0.01, 0.02, -0.07], [0.04, 0.00, 0.00], [0.00, 0.00, 0.02], [-0.06, 0.02, -0.07], [0.10, -0.04, -0.03], [0.03, 0.04, 0.03], [-0.01, 0.02, 0.11], [-0.02, 0.03, -0.04], [-0.11, -0.27, 0.03], [0.22, 0.27, -0.14], [-0.14, -0.06, 0.12], [0.08, 0.02, 0.03], [-0.01, 0.02, 0.07], [0.00, -0.03, -0.02], [0.01, -0.01, -0.05], [0.07, 0.03, -0.03], [-0.04, -0.03, 0.01], [-0.04, 0.00, 0.03], [-0.01, 0.00, 0.00], [0.01, 0.00, 0.00], [-0.02, 0.00, 0.00], [0.01, -0.01, 0.01], [0.00, 0.00, -0.01], [0.01, -0.01, 0.01], [-0.04, -0.04, 0.00], [-0.02, -0.02, -0.04]],
  "lowdin_charge": [0.78, -0.09, -0.42, 0.85, -0.29, -0.08, -0.02, -0.01, -0.03, -0.06, -0.45, -0.09, -0.02, 0.00, -0.03, -0.10, 0.85, -0.37, -0.12, -0.04, -0.02, -0.03, -0.08, -0.26, -0.29, -0.03, -0.05, 0.01, -0.06, 0.09, 0.09, 0.09, 0.11, 0.13, 0.13, 0.13, 0.10, 0.12, 0.13, 0.14, 0.13, 0.08, 0.09, 0.12, 0.13, 0.13, 0.09, 0.11, 0.12, 0.13, 0.13, 0.11, -0.01, -0.03, -0.74, 0.15, 0.68, 0.10, 0.10, 0.18, 0.15, 0.12, -0.06, -0.63, -0.11, -0.31, -0.30, 1.22, -0.32, -0.30, 1.20, -0.62, -0.09, -0.04, 0.04, 0.10, 0.10, 0.10, 0.10, 0.11, 0.05, 0.09, 0.22, -0.05, 0.00, -0.07, -0.16, -0.17, -0.16, -0.07, 0.13, 0.15, 0.12, 0.14, 0.13, 0.13, 0.12, 0.13, 0.13, 0.15]
}

[2]
{
  "formula": "C3H6O",
  "method": "ωB97M-V with the def2-TZVPD basis set",
  "gap_ev": 10.46,
  "charge": 0,
  "smiles": "C=CCO",
  "de_lowest_kj_mol": 109.28,
  "energy_ha": -193.1016,
  "symbols": ["C", "C", "C", "O", "H", "H", "H", "H", "H", "H"],
  "positions_angstrom": [[-0.55232, -1.00732, -1.12271], [-0.51216, -0.80452, 0.18633], [0.17215, 0.36562, 0.88146], [0.77367, 1.18877, -0.07535], [-0.99212, -1.92393, -1.51733], [-0.16806, -0.32597, -1.91380], [-0.90604, -1.55950, 0.90308], [0.90495, 0.02073, 1.65198], [-0.61007, 0.87803, 1.47592], [0.93598, 2.07783, 0.33253]],
  "forces_ev_per_a": [[-0.03, 0.00, -0.83], [0.71, -0.12, 0.88], [-0.75, -0.70, 0.52], [0.38, 1.73, 0.43], [-0.05, 0.21, 0.20], [-0.16, -0.35, 1.07], [0.18, 0.52, -0.72], [-0.31, -0.11, -0.62], [0.20, 0.12, -0.30], [-0.18, -1.29, -0.63]],
  "lowdin_charge": [-0.01, -0.17, -0.31, -0.08, 0.05, 0.07, 0.11, 0.12, 0.11, 0.11]
}

[3]
{
  "formula": "C5H6O2",
  "method": "ωB97M-V with the def2-TZVPD basis set",
  "gap_ev": 8.85,
  "charge": 0,
  "de_lowest_kj_mol": 469.41,
  "energy_ha": -344.4231,
  "symbols": ["O", "C", "C", "C", "C", "C", "O", "H", "H", "H", "H", "H", "H"],
  "positions_angstrom": [[1.90180, -1.40083, -0.83624], [1.55341, -0.26908, -0.63021], [0.25022, 0.11767, 0.05323], [-0.71977, -0.95960, 1.54907], [-0.81233, -1.02623, 0.08300], [-0.34318, 1.44278, -0.38643], [-1.47115, 1.77239, -0.12269], [2.20443, 0.58950, -0.90467], [-1.37902, -0.11798, 1.83927], [0.60503, 0.32798, 1.10076], [-1.72478, -0.67490, -0.40886], [-0.39382, -1.92074, -0.38258], [0.32918, 2.11905, -0.95366]],
  "forces_ev_per_a": [[-0.20, 0.59, 0.06], [0.12, -0.41, -0.05], [0.01, 0.01, 0.02], [0.14, 0.22, -0.26], [-0.08, -0.14, -0.01], [-0.43, 0.10, 0.08], [0.53, -0.09, -0.19], [-0.10, -0.10, 0.02], [-0.03, -0.08, -0.01], [-0.03, -0.13, 0.07], [0.11, -0.05, 0.08], [-0.03, 0.14, 0.11], [-0.03, -0.08, 0.07]],
  "lowdin_charge": [0.09, -0.21, -0.29, 0.14, -0.24, -0.21, 0.07, 0.13, 0.03, 0.15, 0.11, 0.10, 0.13]
}

[4]
{
  "formula": "C5H10FNS",
  "method": "ωB97M-V with the def2-TZVPD basis set",
  "gap_ev": 9.56,
  "charge": 0,
  "smiles": "NC/C(=C\\CF)CS",
  "de_lowest_kj_mol": 288.74,
  "energy_ha": -749.2006,
  "symbols": ["N", "C", "C", "C", "C", "F", "C", "S", "H", "H", "H", "H", "H", "H", "H", "H", "H", "H"],
  "positions_angstrom": [[1.16666, 1.69073, -0.24774], [-0.14057, 1.16477, -0.03809], [-0.39972, -0.32795, -0.03415], [0.49265, -1.30564, -0.45767], [1.92636, -0.89048, -0.70949], [2.57369, -0.86296, 0.55259], [-1.67968, -0.70939, 0.65291], [-3.26025, -0.33907, -0.34596], [1.16871, 2.76251, 0.17121], [1.88852, 0.99973, 0.09686], [-0.75449, 1.47145, -0.85757], [-0.65946, 1.57228, 0.91082], [0.11415, -2.43498, -0.40639], [1.98709, 0.17298, -1.17828], [2.45698, -1.64683, -1.25138], [-1.39263, -1.88746, 0.97208], [-1.82287, -0.21451, 1.62899], [-3.66516, 0.78480, 0.54126]],
  "forces_ev_per_a": [[1.36, 2.74, 1.43], [-1.77, -0.22, 1.44], [2.06, -1.33, -0.05], [-2.33, 0.55, 1.10], [-0.71, 0.28, -0.61], [0.10, 0.33, -0.06], [0.47, -2.99, 0.54], [0.46, 1.51, 2.43], [0.64, -4.03, -1.21], [-0.97, 2.50, 0.62], [-0.80, 0.66, -0.58], [0.76, -0.54, -1.19], [1.27, 2.57, -0.14], [0.08, -2.58, 0.29], [0.34, -0.16, -0.63], [-1.91, 2.84, -1.08], [0.26, -0.06, -0.61], [0.67, -2.07, -1.70]],
  "lowdin_charge": [-0.06, -0.30, -0.34, -0.03, -0.21, -0.09, -0.53, 0.61, 0.16, 0.06, 0.10, 0.13, 0.14, 0.12, 0.10, 0.14, 0.06, -0.07]
}